# 1
DFT (ωB97M-V/def2-TZVPD) results for a molecular structure, C23H15ClN3O5RuS at a distorted geometry.

The calculation puts the HOMO energy (alpha / beta) at -8.1 / -8.2 eV. For the electronic energy, the calculation gives -2379.18720 a.u. The maximum force comes out at 0.049 Eh/bohr. Its spin multiplicity is 2. The orbital gap (alpha / beta) is 6.66 / 6.35 eV.

Atoms and positions in Å:
1 Ru 0.53398 -0.64708 0.10569
2 O 0.89228 2.37072 0.84689
3 S -0.53552 2.32072 0.76459
4 O -1.30112 2.80182 1.87899
5 N -0.89162 0.71622 0.47909
6 C -2.15692 0.23732 0.57139
7 C -3.34742 0.97612 0.55699
8 C -4.55562 0.30662 0.66759
9 C -4.61952 -1.07138 0.80309
10 C -3.44702 -1.85148 0.83419
11 C -3.39292 -3.25278 1.01059
12 C -2.15152 -3.87088 1.08219
13 C -0.99272 -3.13678 0.90589
14 N -1.01002 -1.80968 0.68149
15 C -2.21482 -1.17658 0.68849
16 C -1.11422 3.12052 -0.72941
17 C -1.81422 4.30732 -0.64121
18 C -2.29102 4.89592 -1.80181
19 C -2.06112 4.28792 -3.02551
20 C -1.35192 3.09882 -3.10101
21 C -0.86942 2.51002 -1.94411
22 H -3.30672 2.04982 0.48559
23 H -5.47062 0.87992 0.66059
24 H -5.57422 -1.56338 0.90359
25 H -4.30162 -3.82518 1.10809
26 H -2.08662 -4.93648 1.24569
27 H -0.01932 -3.61068 0.92639
28 H -1.96282 4.74862 0.33169
29 H -2.82812 5.83122 -1.75141
30 H -2.43852 4.74032 -3.92981
31 H -1.16452 2.63672 -4.05871
32 H -0.29632 1.59182 -1.97211
33 Cl 7.56208 -2.44568 0.35229
34 C 5.93508 -2.05538 0.73829
35 C 5.65988 -1.26458 1.86089
36 C 4.35478 -0.93768 2.15499
37 C 3.26198 -1.36018 1.34919
38 O 2.07008 -1.05508 1.68179
39 C 3.58308 -2.16338 0.16969
40 C 2.60198 -2.59738 -0.74501
41 O 1.34348 -2.38898 -0.71671
42 C 4.92218 -2.51548 -0.07561
43 H 6.47178 -0.91438 2.48159
44 H 4.13118 -0.34378 3.02769
45 H 2.96328 -3.19468 -1.59151
46 H 5.14838 -3.12028 -0.94211
47 O 3.63778 1.40622 -1.94721
48 C 2.72158 0.90122 -1.43331
49 N 1.77318 0.37342 -0.94861

Results of the natural (NBO) charge analysis, in e, for atoms 1 through 4: 1.291 -0.913 2.309 -0.941

***

# 2
DFT (ωB97M-V/def2-TZVPD) results for a molecular structure, C12H35IrNO11P2SeSi3.

Its net charge is -1. The calculation puts the HOMO energy (alpha / beta) at -5.4 / -6.6 eV. For the electronic energy, the calculation gives -5417.88849 a.u. The maximum force comes out at 0.010 Eh/bohr. The energy relative to the best compared isomer or geometry (same formula, charge and spin) comes out at 0.1630 eV. Its spin multiplicity is 5. The orbital gap (alpha / beta) is 8.02 / 7.55 eV.

Atoms and positions in Å:
1 Ir -0.57093 0.03846 -0.25702
2 C -0.41907 -0.20858 3.47485
3 O 0.16567 -0.29925 2.18207
4 Si 1.70683 0.12436 1.69992
5 C 2.05604 1.84786 2.35028
6 C 2.92458 -0.97158 2.62048
7 C 1.54243 -0.07143 -0.15271
8 Si 2.19589 1.38524 -1.15832
9 C 3.85759 1.99893 -0.49401
10 C 2.53770 0.97679 -2.95502
11 C 1.01392 2.84847 -1.12175
12 Si 2.11352 -1.78384 -0.69711
13 C 3.98434 -1.95514 -0.51399
14 C 1.78618 -2.26674 -2.47954
15 C 1.21196 -3.07338 0.34180
16 H 0.11944 -0.85063 4.17917
17 H -1.44931 -0.54808 3.40156
18 H -0.41113 0.82231 3.83533
19 H 1.81434 1.84486 3.41753
20 H 1.45387 2.62442 1.87722
21 H 3.11069 2.11309 2.25726
22 H 2.67851 -0.89362 3.68452
23 H 3.95174 -0.61745 2.49995
24 H 2.88564 -2.02360 2.34345
25 H 4.50755 1.16484 -0.21403
26 H 3.75982 2.65734 0.37092
27 H 4.36555 2.56065 -1.28293
28 H 3.39985 0.31341 -3.06204
29 H 2.78998 1.91975 -3.45061
30 H 1.68381 0.54122 -3.47136
31 H 0.93760 3.29708 -0.12864
32 H 0.00210 2.61461 -1.46398
33 H 1.40448 3.61109 -1.80357
34 H 4.48702 -1.18343 -1.10487
35 H 4.28827 -2.92339 -0.92317
36 H 4.35256 -1.88992 0.51001
37 H 2.51282 -1.83696 -3.16879
38 H 0.78477 -2.00729 -2.81924
39 H 1.89611 -3.35659 -2.52126
40 H 0.97712 -2.74931 1.35627
41 H 1.80089 -3.99447 0.39671
42 H 0.25823 -3.31254 -0.13625
43 N -4.21685 0.18512 -0.93668
44 C -4.14263 -0.01666 0.52952
45 C -5.52845 -0.10460 1.18179
46 P -3.21639 -1.56786 0.85351
47 O -4.20029 -2.59210 0.07552
48 O -3.08334 -1.89079 2.28385
49 O -1.94884 -1.51022 -0.01653
50 P -3.24398 1.42290 1.24563
51 O -3.89303 2.60764 0.35519
52 O -3.46915 1.59265 2.68688
53 O -1.76573 1.34050 0.78369
54 H -4.23511 -0.69531 -1.44480
55 H -3.05342 1.28428 -1.73227
56 H -5.07258 0.68624 -1.15764
57 H -6.09071 -0.93120 0.74532
58 H -6.07773 0.82555 1.01450
59 H -5.43200 -0.25505 2.25517
60 H -3.99899 -3.50368 0.29302
61 H -3.22774 3.20985 0.01398
62 O -1.00395 1.49411 -4.54323
63 Se -1.71539 0.64326 -3.39317
64 O -2.90222 -0.36410 -3.78506
65 O -2.37933 1.79173 -2.28169
66 O -0.57114 -0.13983 -2.44559

Results of the natural (NBO) charge analysis, in e, for atoms 1 through 4: 1.747 -0.242 -0.947 2.037

***

# 3
DFT (ωB97M-V/def2-TZVPD) results for 3 unconnected molecules or ions with the total composition C4H12N2O at a distorted geometry.

The calculation puts the HOMO energy at -7.6 eV. For the electronic energy, the calculation gives -344.22544 a.u. The maximum force comes out at 0.051 Eh/bohr. The energy relative to the best compared isomer or geometry (same formula, charge and spin) comes out at 4.3426 eV. Its spin multiplicity is 1. The orbital gap is 8.48 eV.

Atoms and positions in Å:
1 C -1.62993 -0.03275 1.21642
2 C 0.08623 1.42560 0.42892
3 N -0.97608 -0.94415 2.05856
4 O -2.24117 -0.44907 0.20928
5 H -1.07657 -0.84141 -0.96468
6 H -1.99145 0.84761 1.75870
7 H -0.65606 -1.78344 1.59523
8 H -0.33240 -0.55986 2.73293
9 H 0.04702 1.90850 -0.54686
10 H -0.51712 2.11528 1.01606
11 H 1.07803 1.47061 0.88634
12 N 1.94884 0.29258 -1.35914
13 C 0.94675 -0.36150 -0.72466
14 C -0.08467 -1.04110 -1.49794
15 H 1.73587 0.70285 -2.25843
16 H 2.55902 0.86811 -0.79367
17 H 1.24186 -0.80074 0.22136
18 H 0.02261 -2.12579 -1.45163
19 H -0.16077 -0.69132 -2.52679

Results of the natural (NBO) charge analysis, in e, for atoms 1 through 4: 0.534 -0.917 -0.841 -0.670

***

# 4
DFT (ωB97M-V/def2-TZVPD) results for a single C2H5N3S molecule at a distorted geometry.

The calculation puts the HOMO energy (alpha / beta) at -5.8 / -9.2 eV. For the electronic energy, the calculation gives -641.44586 a.u. The maximum force comes out at 0.058 Eh/bohr. The energy relative to the best compared isomer or geometry (same formula, charge and spin) comes out at 1.0625 eV. Its spin multiplicity is 3. The orbital gap (alpha / beta) is 6.81 / 8.17 eV.

Atoms and positions in Å:
1 C -0.20456 1.16769 -1.17456
2 C -0.09255 -1.35570 0.39898
3 N 0.06822 -0.33872 1.19309
4 N -0.28983 0.87268 1.20326
5 N -0.50720 1.48110 0.07623
6 S 0.93517 -2.74380 0.43000
7 H -0.17958 2.01560 -1.86972
8 H 0.06906 0.20661 -1.43351
9 H -0.68636 -1.52583 -0.50829
10 H -0.58399 2.45413 0.16210
11 H 1.47163 -2.23376 1.52243

Results of the natural (NBO) charge analysis, in e, for atoms 1 through 4: -0.251 -0.200 -0.292 0.021

***

# 5
DFT (ωB97M-V/def2-TZVPD) results for 6 unconnected molecules or ions with the total composition C5H23O6 at a distorted geometry.

Its net charge is +1. The calculation puts the HOMO energy at -12.8 eV. For the electronic energy, the calculation gives -655.18909 a.u. The maximum force comes out at 0.232 Eh/bohr. The energy relative to the best compared isomer or geometry (same formula, charge and spin) comes out at 5.9795 eV. Its spin multiplicity is 1. The orbital gap is 10.11 eV.

Atoms and positions in Å:
1 O 4.71688 -30.54352 54.58468
2 H 5.36856 -30.99546 53.73228
3 H 4.88824 -29.65538 54.57507
4 H 4.96534 -30.90968 55.52168
5 C 6.15590 -27.02916 55.24155
6 O 6.60573 -28.37977 55.10829
7 H 6.49045 -26.52360 56.07729
8 H 5.07775 -26.85641 55.10026
9 H 6.55680 -26.29910 54.70233
10 H 7.50649 -28.32430 54.72527
11 C 3.30211 -28.77399 52.02432
12 O 4.15256 -28.41676 52.99921
13 H 3.64705 -28.76316 50.87989
14 H 2.46053 -27.99925 51.86198
15 H 2.70919 -29.53335 52.42271
16 H 4.20404 -27.49319 53.13263
17 C 5.87533 -32.72516 57.15717
18 O 6.08601 -31.38837 57.03135
19 H 5.40227 -32.81070 58.15837
20 H 6.96578 -33.10366 57.25911
21 H 5.51932 -32.98810 56.23153
22 H 6.93350 -30.83562 57.00036
23 C 2.23630 -29.70458 57.05579
24 O 2.99863 -28.84273 56.28597
25 H 1.46639 -29.20656 57.46408
26 H 2.85491 -30.33690 57.72626
27 H 1.63358 -30.62128 56.32710
28 H 2.49232 -27.99890 56.41286
29 C 7.31767 -32.36735 53.44263
30 O 6.75734 -31.19656 52.92216
31 H 7.35162 -33.00515 52.74228
32 H 6.74636 -32.59361 54.39653
33 H 8.17733 -32.42888 53.81230
34 H 7.34601 -30.77227 52.53478

Results of the natural (NBO) charge analysis, in e, for atoms 1 through 4: -0.825 0.576 0.555 0.564

***

# 6
DFT (ωB97M-V/def2-TZVPD) results for 2 unconnected molecules or ions with the total composition C6H5F3N3O at a distorted geometry.

Its net charge is +1. The calculation puts the HOMO energy (alpha / beta) at -12.6 / -12.6 eV. For the electronic energy, the calculation gives -770.15393 a.u. The maximum force comes out at 0.043 Eh/bohr. The energy relative to the best compared isomer or geometry (same formula, charge and spin) comes out at 3.8763 eV. Its spin multiplicity is 1. The orbital gap (alpha / beta) is 5.16 / 5.16 eV.

Atoms and positions in Å:
1 C -2.14659 -1.43652 0.01616
2 C -1.59073 -0.22277 -0.32242
3 C -1.29433 -2.47709 0.40558
4 C 0.48608 -1.08791 0.14302
5 C 0.44479 1.23711 -0.51996
6 C -0.17951 2.44239 0.12454
7 N -0.25196 -0.03909 -0.23047
8 N 0.00374 -2.23054 0.42328
9 N 3.67118 -0.80307 0.35680
10 O 1.43119 1.20665 -1.16977
11 F -1.21140 2.10254 0.94715
12 F 4.08095 -0.81475 -0.89048
13 F 3.56995 0.47748 0.67926
14 H -3.21384 -1.58432 -0.03713
15 H -2.18987 0.60135 -0.68419
16 H -1.63278 -3.46892 0.67612
17 H 0.58274 2.96083 0.72092
18 H -0.55959 3.13664 -0.63840

Results of the natural (NBO) charge analysis, in e, for atoms 1 through 4: -0.283 0.144 0.182 0.450

***

# 7
DFT (ωB97M-V/def2-TZVPD) results for 16 unconnected molecules or ions with the total composition C3H38O15S2 at a distorted geometry.

The calculation puts the HOMO energy at -8.8 eV. For the electronic energy, the calculation gives -2061.93839 a.u. The maximum force comes out at 0.057 Eh/bohr. The energy relative to the best compared isomer or geometry (same formula, charge and spin) comes out at 0.8815 eV. Its spin multiplicity is 1. The orbital gap is 8.53 eV.

Atoms and positions in Å:
1 C 0.11088 2.79519 1.18688
2 C -0.48244 4.13545 1.57736
3 S -1.32452 3.99975 3.16766
4 S -1.88031 -1.78272 -3.73322
5 C -0.10306 -1.74384 -3.33917
6 H -0.49701 2.15831 0.52032
7 H 0.41485 2.08789 1.88789
8 H 0.98322 2.86562 0.55436
9 H 0.30018 4.85234 1.84299
10 H -0.97717 4.62875 0.71992
11 H 0.28600 -2.70065 -2.99017
12 H 0.73366 -1.43296 -4.00389
13 H 0.21792 -0.96371 -2.66255
14 H -1.35533 1.93060 -3.95209
15 H -1.90719 0.42397 -0.08207
16 O -2.00613 0.79337 -0.97681
17 H 3.67586 -1.89616 0.69107
18 H 4.43320 -0.61466 1.07519
19 O 4.55964 -1.50296 0.75670
20 H -1.02534 -2.76470 -1.12593
21 H -3.95371 0.51511 -1.68550
22 O -0.43862 -2.55157 -0.40692
23 H -1.06281 -2.35315 0.30822
24 H -3.37754 0.87344 1.75299
25 O -2.48520 1.26313 1.67666
26 H 0.94327 -1.35368 1.47255
27 H 2.11817 -0.40908 1.33591
28 O 1.89233 -1.35026 1.20817
29 H 0.52581 -4.98291 -0.64552
30 H 0.99335 -4.01352 0.13912
31 O 1.03837 -4.96847 0.18801
32 H -3.39463 -2.01063 -2.19424
33 H -2.58096 2.16570 2.01503
34 O -2.63738 -2.55411 -2.41679
35 H -1.54255 2.61440 3.58938
36 H -0.12480 1.65506 -4.69194
37 O -1.04041 1.36438 -4.68214
38 H -3.75063 1.11644 -2.93305
39 H -1.13256 0.94445 -1.39331
40 O -4.46767 1.06789 -2.29827
41 H -0.05037 -0.35557 4.91564
42 H 0.00802 1.21719 4.60446
43 O -0.53137 0.40798 4.54091
44 H 2.93447 3.24727 -2.30250
45 H 2.51826 1.71358 -1.90085
46 O 2.24374 2.63775 -1.89617
47 H 3.02403 -1.07678 -0.91512
48 H 1.61157 -1.21432 -1.27252
49 O 2.34947 -0.59061 -1.38792
50 H -0.27423 -2.99530 2.57279
51 H 0.15676 -4.38587 2.08193
52 O -0.64104 -3.91947 2.37703
53 H -1.22751 -0.34820 1.57973
54 H -0.66589 -0.26405 2.98307
55 O -0.58013 -0.77474 2.14027
56 H 2.46929 1.44983 -0.16904
57 H 3.72084 1.89354 0.37707
58 O 3.25535 1.05632 0.21843

Results of the natural (NBO) charge analysis, in e, for atoms 1 through 4: -0.647 -0.530 -0.084 0.504

***

> What is the spin multiplicity in the sixth record?

1

***

> What is the maximum force in the second record?

0.010 Eh/bohr

***

> Which of these has the lowest maximum force?

C12H35IrNO11P2SeSi3

***

> Look up the electronic energy of the first one.

-2379.18720 a.u.